Computed, not measured: 8 unconnected molecules or ions with the total composition C24H60F6N6O12S2 in a non-equilibrium geometry, with the ωB97M-V functional and the def2-TZVPD basis.

Geometry as XYZ:
```
110
C24H60F6N6O12S2 the ωB97M-V functional and the def2-TZVPD basis
C 6.011 -1.313 10.422
C 6.151 0.172 9.909
O 7.232 0.752 9.679
N 4.825 0.946 9.978
H 4.023 0.332 9.975
H 4.776 1.323 10.913
C 4.610 1.966 8.864
H 5.204 -1.324 11.155
H 6.874 -1.932 10.667
H 5.598 -1.712 9.496
H 3.526 2.050 8.937
H 4.848 1.493 7.911
H 5.201 2.843 9.126
C 14.090 12.361 9.450
C 14.524 12.021 10.878
O 13.873 12.342 11.901
N 15.866 11.312 10.986
H 16.677 11.821 10.664
H 16.062 11.296 11.977
C 15.903 9.960 10.380
H 14.762 13.177 9.182
H 13.151 12.910 9.513
H 14.201 11.627 8.652
H 16.882 9.521 10.572
H 15.915 10.057 9.295
H 15.057 9.408 10.790
C 2.272 8.617 11.494
C 1.247 8.184 12.614
O 0.613 7.102 12.502
N 1.187 8.973 13.930
H 0.745 9.846 13.680
H 0.514 8.576 14.570
C 2.524 9.016 14.708
H 3.322 8.334 11.563
H 2.267 9.705 11.417
H 1.973 8.244 10.514
H 2.716 8.043 15.159
H 2.693 9.770 15.477
H 3.385 8.947 14.042
C 12.509 1.927 5.003
C 11.375 0.989 4.512
O 11.588 -0.190 4.354
N 9.941 1.469 4.203
H 9.365 0.647 4.315
H 9.788 2.177 4.907
C 9.791 2.104 2.763
H 13.513 1.503 5.020
H 12.243 2.055 6.052
H 12.479 2.830 4.393
H 8.767 2.457 2.643
H 9.978 1.299 2.052
H 10.406 3.004 2.777
C 12.576 1.887 14.582
N 12.486 3.455 14.920
C 13.929 4.063 15.189
C 11.987 4.224 13.635
C 11.612 3.694 16.264
C 10.023 3.649 16.177
O 9.739 2.384 15.778
H 13.115 1.438 15.416
H 13.208 1.652 13.726
H 11.552 1.513 14.597
H 14.557 3.739 14.359
H 14.222 3.483 16.064
H 14.000 5.140 15.339
H 12.163 5.225 14.030
H 10.979 3.859 13.440
H 12.727 3.943 12.886
H 11.773 4.627 16.803
H 11.851 2.854 16.916
H 9.563 4.255 15.397
H 9.430 3.710 17.090
H 8.895 2.404 15.321
C 12.225 10.389 -2.737
N 10.955 11.187 -2.316
C 9.795 11.010 -3.266
C 10.450 10.786 -0.961
C 11.222 12.744 -2.203
C 11.310 13.544 -3.527
O 12.438 13.118 -4.265
H 12.931 10.545 -1.921
H 12.607 10.789 -3.676
H 12.030 9.321 -2.829
H 10.247 11.158 -4.247
H 8.947 11.690 -3.184
H 9.454 9.981 -3.160
H 11.174 11.127 -0.220
H 10.422 9.697 -0.988
H 9.450 11.191 -0.807
H 12.200 12.805 -1.724
H 10.602 13.169 -1.414
H 11.405 14.583 -3.211
H 10.385 13.438 -4.094
H 12.343 13.361 -5.188
C 16.022 7.577 3.124
F 16.931 6.641 2.870
F 14.985 7.403 2.242
F 15.620 7.399 4.432
S 16.779 9.351 2.773
O 17.338 9.289 1.398
O 15.554 10.167 2.887
O 17.796 9.642 3.831
C 8.582 9.300 7.179
F 7.294 9.066 6.781
F 9.312 9.658 6.143
F 8.639 10.232 8.100
S 9.294 7.673 7.943
O 8.327 7.352 9.058
O 9.148 6.642 6.847
O 10.649 8.009 8.282
```

E_HOMO = -11.660 eV
Net charge = +4
Frontier orbital gap = 3.2 eV

Computed, not measured: a molecular structure, C24H60InN6O14 in a non-equilibrium geometry, with the ωB97M-V functional and the def2-TZVPD basis.

Geometry as XYZ:
```
105
C24H60InN6O14 the ωB97M-V functional and the def2-TZVPD basis
In -1.469 4.150 1.415
N 0.586 1.232 0.314
O -0.158 1.404 -0.623
O 0.546 2.047 1.180
O 1.231 0.173 0.474
N -2.849 0.205 1.101
O -2.458 1.277 1.169
O -2.040 -0.759 1.099
O -3.997 -0.095 1.364
C -3.101 -2.904 -5.833
O -3.099 -1.895 -4.813
C -1.734 -1.332 -4.677
C -1.456 -0.288 -3.528
N -0.108 -0.003 -3.169
C 0.792 0.611 -4.141
C 2.179 1.037 -3.644
O 2.176 2.108 -2.792
C 3.392 2.232 -1.988
H -2.799 -2.429 -6.767
H -4.062 -3.369 -6.050
H -2.402 -3.709 -5.609
H -1.715 -0.797 -5.627
H -0.917 -2.046 -4.792
H -2.014 -0.799 -2.743
H -2.255 0.445 -3.642
H -0.066 0.697 -2.442
H 0.359 1.372 -4.790
H 1.034 -0.143 -4.890
H 2.854 1.243 -4.473
H 2.638 0.238 -3.062
H 3.360 1.738 -1.017
H 3.535 3.309 -2.084
H 4.174 1.903 -2.673
C 4.006 -2.463 1.127
O 2.730 -2.777 0.635
C 2.707 -2.758 -0.856
C 1.288 -3.240 -1.276
N 0.301 -2.245 -0.782
C -1.112 -2.573 -1.222
C -1.757 -3.855 -0.677
O -1.680 -3.843 0.828
C -2.295 -5.052 1.379
H 4.803 -2.892 0.519
H 4.149 -2.863 2.131
H 4.022 -1.386 1.295
H 3.436 -3.513 -1.150
H 3.211 -1.817 -1.079
H 1.054 -4.228 -0.879
H 1.191 -3.245 -2.362
H 0.231 -1.411 -1.346
H -1.236 -2.624 -2.304
H -1.714 -1.715 -0.923
H -1.253 -4.766 -0.999
H -2.802 -3.960 -0.969
H -3.318 -5.231 1.049
H -2.147 -5.051 2.459
H -1.827 -5.897 0.875
C 2.946 0.579 3.094
O 2.475 -0.705 3.664
C 2.527 -0.814 5.126
C 1.723 -2.035 5.656
N 0.272 -1.918 5.337
C -0.670 -2.933 5.865
C -2.116 -2.830 5.306
O -2.256 -2.973 3.880
C -3.652 -2.668 3.490
H 3.900 0.810 3.568
H 2.284 1.406 3.351
H 3.058 0.452 2.017
H 2.053 0.069 5.557
H 3.581 -0.851 5.402
H 1.773 -1.865 6.732
H 2.339 -2.834 5.243
H -0.119 -1.038 5.640
H -0.779 -2.796 6.941
H -0.189 -3.906 5.766
H -2.338 -1.806 5.607
H -2.668 -3.585 5.866
H -3.918 -1.622 3.645
H -4.319 -3.302 4.074
H -3.741 -2.847 2.419
C 1.593 6.689 1.762
O 1.324 5.492 1.154
C 2.248 5.183 0.170
C 1.408 5.296 -1.073
N 0.187 4.375 -1.106
C -0.514 4.558 -2.382
C -1.707 3.547 -2.493
O -2.495 3.601 -1.259
C -3.833 3.048 -1.410
H 1.038 6.810 2.692
H 1.362 7.414 0.981
H 2.633 6.637 2.082
H 2.487 4.133 0.338
H 3.194 5.722 0.117
H 2.062 4.940 -1.868
H 1.127 6.288 -1.425
H 0.678 3.493 -1.136
H 0.088 4.517 -3.290
H -0.938 5.556 -2.490
H -1.251 2.606 -2.802
H -2.260 3.982 -3.325
H -3.788 1.960 -1.380
H -4.460 3.393 -2.232
H -4.498 3.326 -0.592
```

E_HOMO (alpha / beta) = -13.199 / -13.217 eV
Spin multiplicity = 2
Net charge = +2
Frontier orbital gap (alpha / beta) = 5.0 / 4.1 eV

Computed, not measured: a molecular structure, C24H60N4O12SSn in a non-equilibrium geometry, with the ωB97M-V functional and the def2-TZVPD basis.

Geometry as XYZ:
```
102
C24H60N4O12SSn the ωB97M-V functional and the def2-TZVPD basis
Sn -1.058 1.163 -3.431
S -1.726 -1.094 -0.898
O -2.667 -0.870 -1.955
O -2.237 -0.413 0.238
O -1.669 -2.531 -0.605
O -0.485 -0.515 -1.303
C -0.146 -4.725 -2.661
O 1.159 -4.197 -2.563
C 2.267 -4.978 -2.970
C 3.609 -4.270 -2.564
N 3.982 -4.402 -1.190
C 5.130 -3.559 -0.820
C 5.199 -3.492 0.781
O 4.261 -2.649 1.411
C 4.154 -2.711 2.836
H -0.249 -5.338 -1.766
H -0.366 -5.318 -3.549
H -0.915 -4.007 -2.377
H 2.268 -5.345 -3.996
H 2.287 -5.918 -2.419
H 3.547 -3.226 -2.873
H 4.299 -4.822 -3.202
H 4.271 -5.355 -1.021
H 5.045 -2.542 -1.202
H 6.056 -3.934 -1.255
H 6.207 -3.277 1.134
H 4.952 -4.503 1.103
H 3.621 -3.616 3.127
H 3.593 -1.864 3.230
H 5.121 -2.700 3.339
C -1.428 1.855 5.710
O -1.420 0.721 4.847
C -0.784 1.066 3.682
C -0.021 -0.115 3.127
N 0.337 0.022 1.721
C 1.242 1.121 1.453
C 2.716 0.812 1.695
O 3.247 -0.147 0.820
C 4.354 0.346 0.201
H -2.183 2.573 5.389
H -0.443 2.221 5.999
H -1.883 1.391 6.585
H -0.028 1.842 3.800
H -1.476 1.486 2.952
H -0.703 -0.941 2.925
H 0.757 -0.649 3.672
H -0.502 0.042 1.158
H 1.079 2.091 1.924
H 1.136 1.377 0.399
H 2.894 0.521 2.730
H 3.334 1.701 1.821
H 5.156 0.718 0.839
H 4.221 1.210 -0.450
H 4.772 -0.437 -0.433
C -1.793 3.406 -0.159
O -0.662 2.972 -0.984
C 0.277 3.983 -1.199
C 1.453 3.669 -2.128
N 1.002 3.633 -3.568
C 2.132 3.850 -4.506
C 2.607 5.286 -4.494
O 1.605 6.132 -3.920
C 1.721 7.561 -4.037
H -2.478 3.996 -0.768
H -1.483 4.061 0.656
H -2.154 2.445 0.207
H 0.752 4.220 -0.247
H -0.259 4.856 -1.572
H 1.796 2.673 -1.851
H 2.199 4.459 -2.033
H 0.572 4.543 -3.663
H 1.739 3.552 -5.478
H 2.986 3.231 -4.233
H 2.841 5.635 -5.499
H 3.615 5.308 -4.080
H 0.764 8.078 -4.113
H 2.303 7.969 -4.864
H 2.171 8.019 -3.157
C -5.818 0.551 -2.085
O -5.810 0.035 -0.712
C -5.794 0.912 0.429
C -5.510 0.044 1.706
N -4.664 -1.179 1.591
C -4.407 -1.861 2.841
C -3.257 -2.972 2.714
O -3.709 -3.994 1.802
C -4.608 -4.861 2.361
H -5.588 -0.232 -2.808
H -5.020 1.283 -2.211
H -6.778 1.034 -2.262
H -6.752 1.422 0.537
H -5.052 1.673 0.187
H -6.460 -0.413 1.982
H -5.119 0.610 2.552
H -3.776 -0.791 1.305
H -5.314 -2.361 3.182
H -4.035 -1.285 3.688
H -2.939 -3.319 3.697
H -2.439 -2.434 2.237
H -5.510 -4.325 2.655
H -4.338 -5.149 3.377
H -4.892 -5.741 1.783
```

E_HOMO = -7.204 eV
Relative energy (zero: lowest compared OMol25 entry of this formula, charge and spin) = 5.799 eV
Frontier orbital gap = 4.1 eV

Computed, not measured: a molecular structure, C24H61F3N5O15S2SrV2 in a non-equilibrium geometry, with the ωB97M-V functional and the def2-TZVPD basis.

Geometry as XYZ:
```
113
C24H61F3N5O15S2SrV2 the ωB97M-V functional and the def2-TZVPD basis
Sr 0.962 0.567 3.684
V -0.523 1.260 -1.906
V -0.001 -3.554 -1.357
C -2.123 3.311 -0.738
O -2.595 2.170 -1.423
O -0.782 2.989 -0.636
C -2.537 4.659 -1.360
F -2.127 4.764 -2.634
F -3.885 4.824 -1.358
F -2.041 5.661 -0.628
C -3.975 1.879 -1.543
C -4.553 0.978 -0.422
H -4.390 1.516 0.522
H -5.616 0.870 -0.614
H -4.008 0.058 -0.206
H -4.066 1.243 -2.430
H -4.718 2.642 -1.769
H -2.505 3.213 0.287
S 0.195 -0.491 0.084
O -1.103 -0.056 -0.437
O 0.924 0.547 -0.684
O 0.342 -0.255 1.514
O 0.478 -1.851 -0.319
S -0.931 -1.034 -3.427
O 0.304 -0.256 -3.021
O -1.785 0.047 -2.912
O -1.167 -1.261 -4.808
O -0.871 -2.280 -2.649
C -3.960 -2.901 -1.699
C -3.043 -2.844 -0.474
C -3.761 -2.995 0.874
O -4.128 -4.333 0.994
C -4.639 -4.711 2.255
N -1.938 -3.864 -0.560
H -4.466 -3.870 -1.675
H -3.263 -2.868 -2.534
H -4.714 -2.122 -1.741
H -2.519 -1.887 -0.449
H -4.627 -2.326 0.983
H -3.107 -2.664 1.704
H -5.435 -4.038 2.593
H -3.863 -4.672 3.029
H -5.028 -5.721 2.164
H -2.417 -4.666 -0.991
H -1.958 -4.186 0.413
C 4.488 1.550 1.230
C 3.347 0.921 2.011
C 3.715 -0.591 2.152
O 2.860 -1.186 3.137
C 3.145 -2.594 3.272
N 3.334 1.589 3.328
H 4.489 2.640 1.163
H 4.556 1.136 0.220
H 5.466 1.374 1.688
H 2.378 1.227 1.603
H 4.713 -0.604 2.602
H 3.707 -1.123 1.200
H 2.504 -2.995 4.052
H 4.190 -2.642 3.584
H 2.982 -3.112 2.327
H 3.453 2.594 3.260
H 4.119 1.248 3.879
C 0.362 3.091 -5.806
C 0.479 2.414 -4.448
C 1.716 2.828 -3.629
O 1.553 2.314 -2.322
C 2.459 2.891 -1.397
N -0.738 2.556 -3.615
H 1.256 2.907 -6.397
H 0.116 4.152 -5.748
H -0.496 2.605 -6.278
H 0.633 1.355 -4.651
H 1.902 3.906 -3.665
H 2.579 2.322 -4.076
H 3.480 2.543 -1.560
H 2.216 2.539 -0.395
H 2.358 3.975 -1.363
H -1.504 2.172 -4.181
H -0.979 3.546 -3.727
C -1.495 2.995 7.119
C -1.169 1.815 6.187
C -2.265 1.572 5.174
O -1.744 0.722 4.158
C -2.413 0.753 2.878
N 0.102 2.267 5.468
H -1.585 3.946 6.586
H -0.794 3.167 7.933
H -2.496 2.857 7.539
H -0.942 0.866 6.678
H -2.489 2.539 4.701
H -3.152 1.104 5.601
H -2.215 1.740 2.457
H -3.463 0.469 2.927
H -1.931 0.019 2.239
H 0.699 2.704 6.165
H -0.314 3.100 5.038
C 3.220 -5.227 -1.938
C 3.173 -3.745 -1.705
C 4.339 -3.074 -2.459
O 4.445 -1.777 -1.836
C 4.734 -0.739 -2.743
N 1.895 -3.215 -2.339
H 4.032 -5.608 -1.306
H 3.336 -5.504 -2.983
H 2.407 -5.791 -1.462
H 3.164 -3.439 -0.661
H 4.118 -3.000 -3.528
H 5.289 -3.605 -2.393
H 4.157 -0.755 -3.670
H 5.809 -0.633 -2.926
H 4.539 0.227 -2.261
H 1.905 -3.539 -3.310
H 2.225 -2.250 -2.476
```

E_HOMO (alpha / beta) = -15.999 / -16.308 eV
Spin multiplicity = 5
Net charge = +3
Frontier orbital gap (alpha / beta) = 7.1 / 8.2 eV